58
Properties=species:S:1:pos:R:3:forces:R:3 method="wB97M-V/def2-TZVPD" largest_force_ev_per_a=1.219 orbital_gap_ev="6.74 / 6.24" e_lumo_ev="2.55 / 2.05" relative_energy_kcal_mol=24.8 total_charge=-1 multiplicity=2
Pd -0.15130 -0.24036 -0.30624 -0.28 -0.09 0.44
C -0.86724 3.23824 -0.77436 -0.04 -0.01 0.02
C -0.84191 2.63418 0.58064 0.09 -0.06 0.00
N -0.57743 1.36624 0.83976 0.00 -0.21 -0.10
C -0.67025 1.17626 2.19528 -0.07 -0.26 -0.03
C -0.99113 2.35909 2.77883 0.02 0.52 0.10
N -1.08062 3.27469 1.74924 0.02 -0.41 -0.09
C -1.22323 2.78657 4.18278 -0.16 -0.10 -0.02
O -1.18765 1.82222 5.07054 -0.43 1.14 0.09
O -1.44403 3.96326 4.42025 0.13 -0.33 0.04
C -0.51191 -0.20531 2.76799 0.07 0.48 -0.31
O -0.59399 -0.29632 4.02047 -0.21 -0.60 -0.28
O -0.31843 -1.09074 1.91839 0.22 -0.37 0.21
H -0.88846 2.42141 -1.49611 -0.01 0.02 -0.01
H 0.00566 3.87072 -0.93831 0.05 0.01 0.00
H -1.76714 3.83895 -0.91110 -0.01 0.03 0.03
H -1.31267 4.24332 1.89392 -0.01 0.01 -0.02
H -1.06102 0.90579 4.60553 0.60 -0.42 0.12
O 0.23743 -1.95130 -1.32792 0.11 0.26 0.00
N 0.98901 -1.85465 -2.44183 -0.05 0.02 -0.05
C 1.04278 -2.98472 -3.19682 -0.15 0.19 0.30
C 1.78484 -3.06357 -4.33793 0.03 0.33 0.16
C 2.49379 -1.91258 -4.72898 -0.07 -0.08 0.02
C 2.42180 -0.77753 -3.96922 -0.01 -0.10 0.02
C 1.66259 -0.70852 -2.77212 -0.18 -0.39 -0.03
S 1.57423 0.66836 -1.79898 0.73 0.39 -0.25
H 0.44307 -3.78782 -2.79482 0.02 0.00 0.00
H 1.80036 -3.98430 -4.89858 0.02 -0.01 -0.05
H 3.09075 -1.92505 -5.63086 0.01 0.03 -0.03
H 2.94378 0.12486 -4.25004 0.05 0.00 -0.01
Cl 2.28404 -2.95668 3.69049 0.02 0.11 -0.09
C 2.61049 -1.31169 3.21806 0.00 -0.14 0.13
C 2.59238 -0.34514 4.19756 -0.02 0.03 0.01
C 2.84431 0.98143 3.86779 -0.02 0.01 0.02
C 3.12429 1.32612 2.54662 0.01 -0.07 -0.04
C 3.14142 0.35659 1.56894 0.02 0.17 0.03
C 2.86971 -1.00191 1.86321 -0.12 -0.07 -0.17
C 2.78068 -1.92893 0.81967 0.01 0.02 0.00
H 2.34052 -0.62854 5.20869 0.00 0.02 0.04
H 2.79589 1.74112 4.63526 0.01 0.02 0.04
H 3.30891 2.35857 2.28207 0.00 0.05 0.00
H 3.30661 0.62202 0.53155 0.02 -0.01 0.02
H 2.40526 -2.92506 0.98138 0.05 -0.08 0.01
H 2.97232 -1.59596 -0.19016 -0.01 -0.02 -0.01
C -2.56716 -1.39586 -2.90274 -0.06 -0.04 -0.01
C -2.82404 -0.39850 -1.76389 0.04 0.09 -0.04
C -3.97392 0.54124 -2.15378 -0.06 -0.05 -0.04
C -3.19989 -1.15575 -0.49235 -0.05 -0.22 0.17
O -1.70606 0.39818 -1.56387 -0.16 0.09 -0.23
H -3.44762 -2.00462 -3.12331 -0.07 -0.05 -0.01
H -1.74351 -2.05654 -2.62972 -0.04 0.02 0.03
H -2.28888 -0.84899 -3.80469 0.03 0.05 -0.04
H -4.91219 0.00795 -2.32387 -0.05 -0.07 -0.01
H -3.71599 1.08082 -3.06636 0.05 0.02 -0.02
H -4.12852 1.27124 -1.35847 0.00 0.03 0.05
H -4.12209 -1.72847 -0.62114 -0.07 -0.02 0.00
H -3.34044 -0.45665 0.33633 0.01 0.03 -0.04
H -2.40818 -1.85736 -0.20267 -0.04 0.12 -0.08